No. 1
The following is a quantum chemistry calculation of a 2-piece molecular cluster, C28H30NO2S overall at a distorted geometry, from the OMol25 dataset.

```
62
Properties=species:S:1:pos:R:3:forces:R:3
C -2.984 -1.414 2.233 -0.211 -0.033 0.287
H -2.659 3.297 0.740 0.342 0.039 -0.154
H 0.209 2.208 -3.173 0.212 -0.137 -0.343
H 2.642 -2.348 3.785 -0.118 -0.227 0.181
C -5.722 -1.921 2.578 0.413 -0.073 -0.238
H 0.156 5.608 -1.595 -0.125 -0.367 0.252
H 0.541 2.439 -5.651 0.333 -0.028 0.203
C -0.132 4.679 -1.093 0.537 -0.411 -0.071
C 2.189 1.416 -2.870 0.489 0.592 -0.503
H 5.779 -0.806 -2.371 -0.066 0.265 -0.106
H 1.030 -2.003 4.474 0.004 -0.062 -0.300
O -1.184 0.131 2.483 -0.246 0.039 -0.322
C 0.416 2.357 -0.472 -0.471 0.629 -0.101
C 3.678 1.311 -4.836 -0.490 0.213 -0.182
C -4.811 -3.001 2.487 -0.523 0.531 -0.106
C -1.388 4.553 -0.488 0.141 -0.479 0.049
C 2.608 1.787 -5.605 0.071 -0.107 0.379
C -0.551 -2.031 1.949 -0.216 -0.485 -0.337
S 1.114 -1.643 2.095 -1.290 -1.240 0.443
H 6.372 0.868 -2.174 -0.203 -0.134 -0.230
H 3.735 0.777 0.790 0.318 -0.067 0.069
H -5.971 0.222 2.607 0.115 -0.127 -0.016
H -5.174 -4.028 2.542 0.228 0.359 -0.034
C 3.430 1.123 -3.482 -0.661 0.119 0.290
C 1.362 2.089 -5.022 0.070 -0.221 0.513
H 1.307 -3.553 3.576 -0.018 0.327 -0.010
C -3.459 -2.736 2.297 0.051 0.750 0.054
C 1.564 -2.491 3.654 0.739 0.425 -0.167
H 2.931 -2.721 0.951 -0.200 -0.198 0.058
H -1.026 1.440 0.837 -0.140 0.122 -0.081
C 1.845 -2.864 0.955 0.184 0.462 0.204
H -0.787 -3.099 1.920 0.259 0.415 -0.109
C -3.905 -0.356 2.349 0.040 -0.141 0.109
C 2.305 1.085 -1.453 0.571 0.039 -0.359
H -7.238 -4.003 3.509 -0.169 0.196 -0.237
H 1.747 3.728 -1.527 -0.324 -0.037 0.080
C 1.153 1.929 -3.645 -0.064 -0.110 -0.666
C -1.529 -1.042 2.218 0.752 0.201 0.127
H 4.662 1.124 -5.266 -0.362 0.000 -0.038
H -8.654 -3.301 2.634 0.185 -0.264 0.013
H 5.832 0.283 -3.781 0.149 -0.037 0.315
H 4.522 -0.676 0.169 0.075 0.136 -0.150
H 5.347 0.894 0.022 -0.284 -0.105 -0.004
C -0.807 2.332 0.245 -0.003 -0.715 0.176
C 4.369 0.396 -0.015 -0.066 -0.236 0.693
C 0.762 3.611 -1.072 0.010 -0.021 -0.207
H -3.563 0.675 2.325 0.192 -0.258 0.019
H -7.248 -3.960 1.712 -0.139 0.278 0.249
H 1.440 -2.646 -0.037 0.000 -0.127 0.196
H -2.106 5.361 -0.566 0.061 -0.015 0.113
H 1.573 -3.868 1.297 0.062 0.244 -0.222
C 5.651 0.232 -2.706 0.304 0.013 0.067
O -7.070 -2.078 2.669 0.349 -0.752 -0.001
H 2.730 1.930 -6.674 0.072 -0.007 0.161
H -2.765 -3.566 2.215 -0.108 0.036 0.060
H 1.056 0.376 0.166 0.201 0.523 0.234
C 3.656 0.654 -1.274 -0.564 -0.188 -1.418
N 4.289 0.678 -2.476 -0.349 -0.135 1.006
C -7.571 -3.435 2.626 0.115 0.600 0.099
C -1.706 3.387 0.217 0.045 0.150 -0.090
C 1.261 1.201 -0.526 0.069 0.766 0.204
C -5.250 -0.587 2.526 -0.343 -0.928 -0.101
```
Forces are in eV/Å.

Calculated values
DFT total energy   -1688.07237 a.u.
Net charge   +1
Energy above the lowest of the compared OMol25 structures with the same formula, charge and spin   10.3 kcal per mole

***

No. 2
The following is a quantum chemistry calculation of C28H31BCoN10 as an isolated structure at a distorted geometry, from the OMol25 dataset.

```
71
Properties=species:S:1:pos:R:3:forces:R:3
C 4.587 -0.432 0.007 0.177 -0.307 3.162
C -1.396 3.292 0.287 0.251 -1.173 0.835
H 1.547 4.174 0.222 -0.733 -0.540 -0.902
H 4.186 -0.530 3.730 -0.359 0.234 -0.133
B -1.199 0.039 2.077 2.076 -2.736 -3.507
C -0.162 -2.683 -0.115 -3.436 -0.729 1.717
C 4.676 -0.329 -2.230 0.342 -0.613 0.622
C -1.975 -2.393 1.210 1.416 -1.520 -1.608
H -0.426 1.499 -7.132 -0.088 0.386 -0.561
N 3.325 -0.322 -0.347 -0.454 0.319 0.217
C 3.355 -0.231 -1.735 -0.988 0.189 0.078
N -3.559 -0.603 2.637 2.792 -0.309 -1.399
C 5.440 -0.458 -1.095 1.301 0.159 -2.092
N -0.014 1.558 0.476 1.015 0.230 0.256
H -2.885 -2.424 1.801 0.510 -0.143 -0.406
H 0.474 -2.838 -2.086 0.182 -0.490 0.451
H -6.580 0.238 3.745 -0.589 0.403 0.136
C -2.679 1.103 3.760 0.034 1.416 1.491
H -1.748 4.261 0.075 -0.494 0.767 -0.206
C 0.769 -3.173 -1.068 1.105 -0.789 -1.815
C -0.250 1.139 -5.051 -0.362 -2.048 0.203
H -0.984 -0.098 -1.967 -0.470 -0.454 0.214
N 1.025 0.167 -1.832 -0.123 0.336 1.004
N 1.326 0.123 2.484 -0.091 0.448 -0.698
C -5.927 -0.516 3.370 2.110 0.759 -0.279
H -4.500 1.777 4.705 -0.056 -0.249 -0.123
C -0.499 -1.149 -4.398 0.620 -1.542 -0.540
H -0.591 -0.884 -7.775 0.331 0.123 -0.035
N -2.434 0.066 2.917 -2.148 -1.304 -1.278
H -6.191 -0.908 2.419 -0.541 -0.200 -1.036
H 4.974 -0.451 -3.256 0.044 0.341 -0.084
C -0.409 0.728 -6.399 0.955 1.907 1.786
N -1.204 -1.278 1.151 -0.371 0.664 0.871
H -0.502 1.510 -2.305 0.162 0.367 0.073
N -1.152 1.240 1.097 -0.344 -0.058 1.079
C 1.041 3.540 -0.570 0.727 0.055 0.872
C 1.332 -0.357 4.673 -0.626 0.489 -0.193
H 4.971 -0.516 1.082 -0.995 0.139 -1.703
H -0.168 2.160 -4.785 0.064 0.930 0.018
C -0.113 2.802 0.023 -0.432 0.635 -0.234
C -3.982 1.076 4.063 0.111 2.059 0.877
N -0.090 -1.463 0.363 -0.618 0.953 1.207
H -2.957 2.212 1.503 0.075 0.195 -0.324
H 1.782 2.794 -0.845 0.299 0.023 -0.341
Co 1.466 0.188 0.390 -0.867 -0.958 -0.752
H -5.949 -1.379 4.015 0.151 -0.450 0.628
C 3.549 0.318 3.427 0.305 -0.300 0.288
H -0.613 -1.943 -3.628 0.000 0.671 -0.576
C -1.356 -3.368 0.378 0.781 1.800 0.247
H 2.221 0.230 -3.540 -0.237 -0.460 0.562
C -0.247 0.475 -2.496 0.589 -0.136 -1.637
C 0.036 -0.436 4.181 0.839 0.181 0.857
H 0.804 -4.269 -1.012 0.259 0.379 -0.312
H 0.798 4.161 -1.437 -0.067 -0.151 0.254
H -1.853 1.759 4.002 -0.267 0.022 0.279
C -0.472 -1.549 -5.756 -0.610 0.314 1.469
H -1.639 -4.393 0.100 -0.010 0.779 0.394
H -0.931 -0.643 4.620 0.404 -0.146 0.327
C 2.116 0.037 -2.449 1.241 0.381 -1.893
C 2.082 0.031 3.554 1.626 -0.370 0.110
H 1.734 -2.728 -0.877 0.555 -0.179 -0.011
N 0.084 -0.110 2.892 -2.275 0.298 0.030
H 3.864 0.662 2.436 -0.457 -0.213 0.096
C -0.290 0.165 -4.018 -0.351 0.826 0.035
C -0.422 -0.578 -6.749 -0.852 -1.747 -0.212
H 6.510 -0.533 -1.033 0.152 -0.126 -0.058
C -4.516 0.013 3.290 -3.004 -0.686 1.961
H 1.651 -0.382 5.693 0.140 -0.352 0.208
H 3.792 1.136 4.084 0.188 0.317 0.428
H -0.660 -2.596 -5.968 0.242 0.139 -0.202
C -1.993 2.272 1.013 -0.856 0.843 -0.195
```
Forces are in eV/Å.

Calculated values
DFT total energy   -3040.22759 a.u.
<S²>   8.792
Net charge   +2
Spin multiplicity   6

***

No. 3
The following is a quantum chemistry calculation of C28H31ClN7O7S2Y as an isolated structure, from the OMol25 dataset.

```
77
Properties=species:S:1:pos:R:3:forces:R:3
H 1.503 -1.475 -1.297 0.096 0.022 0.038
H 1.287 5.473 -1.518 0.009 0.003 -0.003
C 1.245 -3.730 7.098 0.000 -0.016 -0.008
H -0.138 6.852 1.414 -0.012 0.001 -0.002
H -2.376 5.783 1.734 -0.004 -0.001 -0.005
C -0.245 5.766 1.422 0.054 -0.002 -0.029
H 4.615 -0.056 -3.901 -0.003 -0.001 -0.001
C 5.807 1.523 -3.073 0.007 -0.005 -0.007
H 2.450 7.674 -1.192 0.005 0.002 -0.001
H 3.406 -1.868 3.322 -0.003 -0.010 0.002
C -1.144 -0.494 2.803 0.071 0.034 -0.078
C 2.259 7.008 -0.351 0.016 0.012 -0.002
O -2.098 0.951 -2.582 -0.027 0.015 -0.068
Y 0.228 0.701 0.664 0.031 0.293 -0.249
H -2.523 -0.797 4.304 0.011 0.027 0.001
N 0.748 5.240 0.484 -0.065 0.061 0.019
C 0.010 -2.018 5.944 0.006 0.011 0.010
N 2.291 3.736 -0.256 -0.002 0.045 -0.017
C 4.638 0.792 -3.228 0.002 0.005 0.003
O -1.340 0.689 2.463 0.109 -0.108 0.061
O -1.361 -0.406 -0.774 -0.096 0.259 -0.064
H 2.576 0.599 -2.635 0.001 -0.007 -0.009
H -0.385 -5.008 4.418 -0.004 0.002 -0.006
C 3.523 2.243 -1.665 0.013 0.074 0.035
C -4.270 -4.246 2.172 -0.033 -0.028 0.032
H 2.526 -3.207 2.680 0.074 -0.027 -0.007
S 2.888 0.121 1.519 -0.011 -0.098 0.128
H 2.065 7.622 0.531 -0.006 0.003 -0.003
C 0.797 -4.666 6.172 0.010 0.009 0.015
N 1.977 -2.196 0.508 -0.026 0.038 0.034
C -4.916 -4.824 3.258 0.009 0.012 -0.033
Cl -2.223 0.748 -1.188 0.151 -0.159 0.281
S 0.918 3.051 1.983 -0.104 0.010 -0.116
H -2.780 -3.887 5.710 0.000 0.000 0.003
H 0.002 5.414 2.421 -0.013 -0.004 -0.002
C -4.379 -4.688 4.528 0.013 0.005 0.016
H 0.183 6.682 -0.878 0.008 0.012 0.000
H -0.287 -0.982 5.851 0.003 -0.002 0.003
C -1.656 5.352 1.037 -0.031 0.001 0.020
N -0.294 -1.294 2.083 -0.194 0.017 0.183
C -0.384 -2.544 2.584 -0.127 -0.075 -0.045
O 0.153 -3.561 2.159 0.105 0.070 0.011
C 0.849 -2.408 6.981 -0.004 0.006 -0.005
C 1.313 4.048 0.625 0.095 -0.038 0.100
H 1.897 -4.034 7.907 0.000 -0.003 -0.001
H 1.101 -5.702 6.257 0.002 0.001 0.001
H 4.699 3.827 -0.847 -0.006 -0.001 0.000
N 1.132 -1.457 -0.352 0.039 -0.020 -0.021
H 1.558 -3.080 0.787 -0.021 -0.049 0.009
C 2.591 -1.537 1.523 0.086 -0.053 -0.094
C 3.500 1.150 -2.523 -0.013 0.002 -0.005
C -0.042 -4.280 5.141 -0.007 0.011 -0.007
C 4.694 2.979 -1.518 0.021 -0.017 -0.009
C -0.445 -2.950 5.022 0.006 -0.033 0.025
H -1.753 4.267 1.064 0.004 0.007 0.001
O -3.556 0.508 -0.778 -0.021 -0.014 -0.048
H 6.747 3.186 -2.095 0.000 0.001 0.000
H 0.231 -1.928 -0.366 -0.007 0.002 -0.049
C 5.834 2.616 -2.217 -0.010 0.005 0.007
C 1.079 6.100 -0.656 -0.030 -0.032 0.000
H -1.908 5.695 0.032 0.008 0.003 -0.004
H -4.684 -4.344 1.178 0.001 0.002 -0.002
H -2.602 -3.091 1.504 0.001 -0.005 0.007
C -2.544 -3.408 3.633 -0.018 -0.002 -0.058
C -3.197 -3.983 4.716 -0.006 -0.012 0.023
H -4.879 -5.133 5.379 0.003 0.001 0.002
H 1.194 -1.673 7.696 -0.003 0.005 -0.002
N 3.002 -2.328 2.525 -0.096 0.045 0.016
O 1.320 1.774 -0.925 0.003 -0.048 0.089
H 6.699 1.242 -3.619 -0.002 -0.002 -0.002
H 3.151 6.411 -0.169 -0.005 -0.004 0.000
N -1.681 -1.132 3.864 -0.034 -0.065 0.009
C 2.301 2.600 -0.888 -0.124 -0.224 -0.101
C -3.092 -3.542 2.360 0.028 0.025 -0.005
C -1.309 -2.543 3.837 0.037 0.052 -0.026
O -1.644 1.873 -0.440 0.033 -0.046 0.015
H -5.834 -5.376 3.112 -0.002 0.000 -0.002
```
Forces are in eV/Å.

Calculated values
DFT total energy   -3290.52626 a.u.
Energy above the lowest of the compared OMol25 structures with the same formula, charge and spin   0.0 kcal per mole

***

No. 4
The following is a quantum chemistry calculation of C28H31F4KN7S4 as an isolated structure at a distorted geometry, from the OMol25 dataset.

```
75
Properties=species:S:1:pos:R:3:forces:R:3
H 3.822 1.157 4.127 0.125 0.029 0.033
H 1.317 -2.887 -1.430 0.085 0.026 -0.008
C 0.648 3.419 -1.425 0.134 1.246 -0.537
S 2.593 -0.396 -2.519 -0.849 -0.219 -0.347
H -4.012 -0.282 1.742 -0.011 -0.139 -0.036
H -4.717 0.499 -4.958 -0.079 0.059 -0.055
C -1.988 -2.740 1.184 0.153 -0.373 -0.010
H 2.004 1.835 -1.726 0.069 0.029 -0.070
H 2.723 3.455 -1.805 0.098 -0.007 -0.026
H -4.342 0.467 3.302 0.024 -0.076 0.138
H 5.852 0.585 -2.994 0.046 0.092 -0.117
H -1.598 -3.767 -1.511 0.053 -0.097 -0.035
C 2.802 1.463 3.954 -0.026 -0.088 -0.425
K 0.128 -0.095 -0.395 0.790 0.218 1.080
C -2.877 -2.002 -3.561 -0.018 -0.186 0.052
N -1.064 -1.759 -1.877 0.180 -0.210 0.195
C 0.474 -3.420 -0.990 -0.180 -0.120 -0.456
H 1.896 -4.136 1.241 -0.006 0.097 -0.039
H -1.842 5.693 -0.585 -0.251 0.068 0.054
H 0.071 2.754 5.427 -0.116 0.017 0.003
C 1.849 2.857 -2.062 0.240 -0.072 -0.001
C -0.751 -3.157 -1.864 0.056 -0.218 -0.109
C -1.147 3.637 -0.171 0.062 1.191 -0.504
C 5.621 -0.428 -3.313 -0.121 -0.270 0.293
F -3.247 2.089 -3.449 0.055 -0.357 0.039
N 3.827 -0.254 -0.119 1.844 -0.417 0.949
H 6.463 -0.863 -3.839 0.147 -0.059 -0.102
N 2.797 0.214 0.581 -1.122 0.515 0.405
H -1.678 -1.835 1.700 -0.057 0.124 0.108
N 0.985 1.617 2.400 0.337 -0.227 -0.465
C -2.219 0.111 -2.696 -0.087 0.273 -0.094
C -3.590 0.344 2.526 -0.066 -0.249 -0.078
H -0.468 -3.965 2.056 0.045 -0.092 -0.038
H -2.709 -0.160 2.916 -0.017 0.003 0.092
H 4.723 -0.440 -3.925 0.116 0.017 -0.116
N -0.109 2.855 -0.571 -0.034 -0.982 0.438
S 0.153 5.067 -1.821 -0.076 -0.530 0.321
H 1.044 -2.894 3.204 -0.155 -0.040 0.117
H -1.065 -4.573 0.506 0.118 0.061 0.115
H 0.692 -4.507 -1.032 0.063 0.080 0.021
C -2.164 3.175 0.752 -0.876 0.597 0.429
C 0.258 2.124 3.376 -0.334 0.146 0.411
H -3.338 5.015 1.085 0.047 0.232 -0.115
S 5.306 -1.434 -1.835 0.054 0.131 -0.154
H -2.355 -2.465 0.201 -0.096 0.138 -0.117
C -3.815 -1.360 -4.329 -0.213 0.247 -0.186
C 2.261 1.321 2.663 -0.540 0.361 1.008
C 3.754 -0.632 -1.351 0.199 0.180 -0.352
H 2.610 -2.228 2.780 0.119 0.084 0.074
C -3.144 0.730 -3.487 -0.136 0.172 -0.052
H 1.742 2.850 -3.147 0.046 -0.066 -0.010
H -0.757 2.382 3.106 -0.140 0.033 0.045
H 2.416 2.048 5.971 -0.010 0.052 0.054
C 3.149 0.846 1.646 0.869 -0.560 -1.121
H 1.137 -1.370 2.306 -0.006 0.179 0.085
H 2.353 -2.604 0.478 -0.007 -0.077 -0.132
C -3.164 3.971 1.245 -0.005 -0.253 0.184
N 0.325 -2.980 0.388 0.131 -0.041 0.012
C 2.019 1.955 4.969 -0.320 0.138 0.051
C 0.713 2.328 4.671 0.226 -0.083 0.086
F -4.625 -2.105 -5.134 0.246 0.101 0.215
H 4.214 0.994 1.856 -0.073 -0.222 -0.131
C -0.778 -3.661 1.053 -0.214 0.155 0.188
C 1.591 -3.080 1.097 0.113 -0.002 0.158
F -2.831 -3.370 -3.655 0.023 0.312 0.063
C -3.221 1.654 1.946 -0.939 0.728 0.523
H -2.780 -3.235 1.746 -0.133 0.051 0.079
N -2.230 1.883 1.176 0.743 -0.723 -0.457
S -4.216 3.077 2.261 0.643 -0.455 -0.327
F -1.429 0.888 -1.891 -0.739 0.075 -0.733
C -1.992 -1.301 -2.666 -0.536 -0.050 -0.532
C -3.988 0.018 -4.332 0.087 -0.144 0.031
C -1.157 4.884 -0.737 0.204 -0.188 -0.030
C 1.586 -2.351 2.435 -0.031 -0.229 -0.181
H -0.510 -3.521 -2.875 0.030 -0.137 0.149
```
Forces are in eV/Å.

Calculated values
DFT total energy   -4061.06296 a.u.
Net charge   -1
Energy above the lowest of the compared OMol25 structures with the same formula, charge and spin   17.3 kcal per mole

***

- Among the records above, which one has the highest DFT total energy?
  C28H30NO2S